# 1
Entry from the OMol25 dataset: a molecular structure, C24H28AuBN10O2S (the ωB97M-V functional and the def2-TZVPD basis).

```
67
Properties=species:S:1:pos:R:3:forces:R:3:mulliken_charge:R:1
Au 0.01878 -0.32765 -0.07556 0.130 0.356 -0.026 0.676
C 4.10277 -1.47789 0.46567 -0.007 0.018 -0.015 -1.147
C 2.79705 -1.80816 0.14821 -0.004 0.010 -0.008 -0.072
N 2.06871 -0.69101 0.02382 -0.047 -0.050 0.053 -0.763
N 2.88109 0.36608 0.26870 -0.181 0.064 -0.078 0.893
C 4.10917 -0.09432 0.54008 0.053 0.001 0.027 0.004
B 2.34579 1.84533 0.34176 -0.135 -0.061 0.082 0.541
N 1.35048 1.89486 1.55386 0.095 -0.112 0.149 0.675
C 1.35379 2.52544 2.74343 -0.003 0.027 -0.090 0.223
C 0.29930 2.05230 3.50857 -0.023 -0.006 0.074 -1.275
C -0.33405 1.09858 2.72654 0.082 0.117 -0.051 -0.452
N 0.31845 1.02614 1.56266 -0.037 -0.012 -0.057 -0.324
N 1.48043 2.12842 -0.93897 0.044 -0.091 -0.106 1.128
C 1.52093 3.17853 -1.77052 0.005 0.047 -0.005 0.123
C 0.52904 3.02978 -2.73198 -0.006 0.043 -0.008 -1.166
C -0.10922 1.84021 -2.42096 0.082 0.046 0.103 -0.570
N 0.50996 1.30415 -1.35835 -0.105 -0.024 -0.102 -0.651
N 3.46577 2.80596 0.40232 0.210 0.032 0.071 0.361
C 4.52572 2.88921 -0.46704 -0.081 0.011 0.080 -0.415
C 5.23887 4.00475 -0.14474 -0.062 0.077 -0.089 -0.879
C 4.52918 4.57950 0.93261 0.008 -0.037 0.241 -0.277
N 3.47634 3.86274 1.26898 0.026 0.001 -0.275 -0.975
H 4.93586 -2.14185 0.61551 -0.005 0.007 0.000 0.440
H 2.34806 -2.77390 -0.01017 -0.007 0.022 -0.007 0.371
H 4.91226 0.58723 0.76879 -0.010 -0.013 0.003 0.582
H 2.10196 3.27605 2.93464 0.020 0.008 0.009 0.576
H 0.02825 2.36007 4.50386 0.013 0.009 -0.013 0.467
H -1.19852 0.48629 2.92469 0.006 -0.010 -0.008 0.567
H 2.25774 3.95508 -1.63747 -0.002 -0.010 0.002 0.476
H 0.31814 3.68871 -3.55664 0.005 -0.005 0.008 0.466
H -0.92891 1.33584 -2.90594 0.014 -0.015 -0.001 0.597
H 4.68407 2.15958 -1.24601 -0.015 -0.014 0.011 0.604
H 6.13363 4.37013 -0.61739 0.005 0.003 0.004 0.472
H 4.76382 5.47651 1.48480 -0.010 -0.021 -0.017 0.487
C -2.20003 -4.46554 1.08741 -0.106 0.083 0.145 -1.029
S -0.47540 -4.01043 0.83205 0.010 0.174 -0.185 0.396
O -0.43422 -2.75762 0.01814 -0.013 -0.442 0.099 -0.485
C 0.01938 -5.36582 -0.15282 0.075 -0.205 0.034 0.727
C 0.38918 -5.16904 -1.49868 -0.020 -0.043 0.150 -0.341
C 0.72974 -6.26939 -2.23130 0.039 -0.407 0.106 -0.558
C 0.77754 -7.56188 -1.60866 -0.031 0.276 0.000 -0.294
C 0.44399 -7.73959 -0.24810 0.104 -0.037 -0.278 -0.692
C 0.09193 -6.65075 0.49017 -0.050 0.321 -0.072 -0.338
H -2.69126 -4.52083 0.11824 0.003 0.008 0.004 0.378
H -2.61096 -3.66933 1.70557 -0.043 -0.025 -0.004 0.377
H -2.24232 -5.41250 1.62366 -0.005 0.005 -0.004 0.489
H 0.33836 -4.18279 -1.93898 -0.012 0.014 0.022 0.482
H 0.95112 -6.18352 -3.28704 0.026 -0.026 0.008 0.446
H 1.09410 -8.41524 -2.19639 -0.032 0.001 -0.016 0.446
H 0.49141 -8.72293 0.19943 0.016 -0.003 -0.013 0.454
H -0.12548 -6.74698 1.54747 -0.020 0.028 -0.005 0.493
N -2.04075 0.02454 -0.11668 -0.136 -0.234 0.141 -0.720
C -2.77526 0.93128 -0.22752 0.285 0.164 -0.112 0.671
N -3.57488 1.91997 -0.33954 -0.120 -0.022 0.009 0.049
C -3.71878 2.93051 0.75096 0.021 -0.101 -0.046 -0.345
C -5.19378 3.23572 0.93157 -0.090 0.103 -0.003 -0.718
O -5.77317 3.60954 -0.29810 0.064 -0.070 -0.007 -0.346
C -5.76258 2.54343 -1.22186 -0.097 0.119 -0.006 -0.677
C -4.33788 2.18133 -1.59596 0.084 -0.068 0.048 -0.496
H -3.17279 3.82350 0.44549 -0.006 0.011 -0.031 0.257
H -3.27964 2.52700 1.66199 0.018 -0.009 -0.007 0.382
H -5.30182 4.08109 1.60850 -0.020 -0.013 0.020 0.372
H -5.71621 2.37205 1.35933 -0.003 -0.018 -0.008 0.367
H -6.28767 2.88264 -2.11267 -0.029 -0.014 0.006 0.365
H -6.28748 1.67251 -0.81292 0.007 -0.017 0.013 0.360
H -3.85250 3.00902 -2.11390 0.002 0.032 0.024 0.299
H -4.30655 1.28737 -2.21664 0.021 -0.005 0.002 0.466
```
Forces are in eV/Å.

The multiplicity is 4. The value obtained for the HOMO energy (spin up / spin down) is -15.88 / -15.88 eV. The calculation puts the LUMO energy (spin up / spin down) at -8.8 / -12.7 eV. For the gap between HOMO and LUMO (spin up / spin down), the calculation gives 7.0476 / 3.1444 eV. As for the total charge: +3.



# 2
Entry from the OMol25 dataset: a molecular structure, C24H28BiCl3F5O9P3SiTe (the ωB97M-V functional and the def2-TZVPD basis).

```
75
Properties=species:S:1:pos:R:3:forces:R:3:mulliken_charge:R:1
Bi -1.07014 0.32028 -0.96571 -0.645 0.912 -0.366 1.481
C 4.84676 -1.61610 1.14118 -0.016 0.001 0.000 -1.435
C 4.44272 -1.27494 2.54927 0.014 0.008 -0.010 1.093
C 5.34207 -1.46298 3.59283 -0.004 -0.005 0.003 -0.770
C 5.00914 -1.14404 4.90181 -0.002 -0.001 -0.004 -0.603
C 3.75641 -0.62363 5.18131 0.008 0.002 0.004 -0.845
C 2.85026 -0.42189 4.14924 -0.017 -0.011 0.001 -0.755
C 3.17452 -0.73989 2.83310 0.000 0.045 0.010 0.631
P 1.97395 -0.55919 1.45644 0.087 -0.055 0.052 0.061
C 0.54116 0.21420 2.23231 -0.115 0.052 -0.280 -0.367
C 0.32748 1.50505 2.55175 0.008 -0.011 0.093 0.424
C -1.04116 1.68423 3.03436 0.038 -0.004 0.027 -0.943
C -1.67264 0.50511 2.97710 -0.062 -0.067 -0.037 -0.775
C -0.76782 -0.52836 2.35466 -0.635 0.632 0.383 -0.015
C -1.27061 -0.82644 0.94690 1.478 -1.492 -0.207 0.486
C -0.43337 -3.40109 0.10165 1.873 -1.291 -0.816 0.206
C 2.62691 0.90006 0.57106 0.000 -0.036 -0.073 0.764
C 3.51014 1.80485 1.15317 0.046 -0.011 -0.017 -0.274
C 3.89526 2.95853 0.48794 -0.010 -0.004 0.011 -0.663
C 3.38639 3.21404 -0.77687 0.009 0.005 -0.013 -0.847
C 2.51840 2.31295 -1.36848 -0.057 0.027 0.012 -0.562
C 2.12620 1.14129 -0.71862 -0.080 0.119 0.020 0.650
C 1.17733 0.22365 -1.41274 0.018 -0.138 0.130 -2.393
H 5.76260 -2.20621 1.13233 0.006 0.000 -0.002 0.458
H 5.01412 -0.71013 0.55324 -0.004 -0.002 0.001 0.249
H 4.06380 -2.18371 0.63356 0.006 -0.012 0.004 0.295
H 6.32054 -1.87492 3.37196 0.001 -0.002 0.000 0.362
H 5.72597 -1.30592 5.69764 -0.002 -0.002 -0.001 0.355
H 3.48126 -0.37024 6.19770 -0.001 -0.003 -0.001 0.419
H 1.87460 -0.00493 4.36470 0.002 -0.001 0.001 0.437
H 1.03492 2.31475 2.43536 0.013 -0.007 0.014 0.488
H -1.45933 2.63908 3.31333 -0.006 0.002 -0.004 0.452
H -2.71104 0.31048 3.20652 -0.001 0.012 -0.005 0.491
H -0.70278 -1.45775 2.93331 -0.003 -0.003 -0.071 0.552
H -3.02946 -6.25960 -1.26582 0.168 0.414 -0.145 -0.037
H -0.48821 -1.48901 0.53084 0.532 0.357 0.308 -0.935
H -2.68846 -5.63548 -1.51946 -0.244 -0.080 0.034 -0.001
H 3.89069 1.60771 2.14900 0.001 -0.001 -0.002 0.425
H 4.56806 3.66147 0.96333 0.008 -0.006 -0.004 0.397
H 3.65804 4.12135 -1.30209 -0.001 -0.002 -0.002 0.360
H 2.11255 2.52442 -2.35108 -0.003 0.007 0.002 0.373
H 1.46135 -0.82773 -1.32391 -0.001 0.006 0.039 0.502
H 1.13632 0.48641 -2.47168 -0.002 -0.077 -0.027 0.733
O -1.15148 4.54217 -1.31618 0.074 -0.009 0.042 -0.521
P -1.40557 3.65173 -0.03764 0.016 0.155 0.045 0.014
O -1.07162 4.31722 1.22475 0.026 -0.051 -0.025 -0.760
O -0.71399 2.29209 -0.25498 0.023 -0.172 -0.057 0.295
O -2.99746 3.31192 -0.11645 -0.089 0.036 0.031 0.236
P -4.07589 3.46992 -1.28389 -0.040 -0.018 -0.027 0.157
O -5.34330 4.08387 -0.57982 0.074 0.011 0.077 -0.526
O -3.57585 4.34424 -2.36719 -0.022 -0.015 -0.010 -0.873
O -4.41208 2.02670 -1.70855 -0.037 0.027 -0.050 0.254
H -1.92838 4.54929 -1.92905 -0.014 0.007 -0.017 0.471
H -5.73646 3.43539 0.04319 -0.044 -0.038 -0.044 0.258
Cl -2.48427 -2.11562 0.84389 -2.117 1.087 0.671 -0.122
Si -5.00382 0.49609 -1.01567 0.027 -0.042 0.024 0.109
Cl -6.01009 1.41300 0.81366 -0.005 0.040 -0.039 -0.505
Cl -2.57342 -8.50536 -0.39067 0.060 -0.237 -0.042 -0.587
C -3.25404 2.67328 -5.16186 0.032 -0.003 0.018 -1.041
C -2.55425 1.59167 -4.37700 -0.174 0.099 0.074 1.000
C -3.14127 0.20751 -4.43382 -0.001 0.001 -0.002 -1.097
O -1.58569 1.85745 -3.69805 0.207 -0.092 -0.041 -0.456
H -4.05763 2.28660 -5.78631 0.001 -0.002 -0.001 0.329
H -2.52006 3.19880 -5.77394 0.001 -0.007 -0.007 0.353
H -3.64951 3.39110 -4.43951 -0.011 -0.009 0.005 0.225
H -3.32650 -0.08563 -5.46888 0.016 -0.008 0.002 0.431
H -4.10971 0.22293 -3.92552 -0.002 0.011 -0.018 0.141
H -2.49331 -0.51651 -3.94608 -0.003 0.005 0.012 0.217
F -0.60251 -7.38560 -3.09264 -0.162 0.023 0.017 -0.524
Te -0.27722 -7.56665 -1.15905 0.140 -0.280 0.068 1.564
F 0.46658 -8.19227 0.53582 -0.027 0.007 0.008 -0.526
F 1.57552 -7.26700 -1.61862 -0.021 -0.040 -0.044 -0.500
F -0.02163 -9.35018 -1.67120 0.096 0.065 0.067 -0.397
F -6.35418 0.44771 -1.96033 -0.001 0.002 -0.003 -0.356
O 0.11420 -4.35161 -0.17083 -0.426 0.169 0.202 -0.185
```
Forces are in eV/Å.

The value obtained for the HOMO energy is -3.82 eV. The calculation puts the LUMO energy at 3.7 eV. For the gap between HOMO and LUMO, the calculation gives 7.5423 eV. As for the total charge: -2.



# 3
Entry from the OMol25 dataset: a molecular structure, C24H28FN3O2 (the ωB97M-V functional and the def2-TZVPD basis).

```
58
Properties=species:S:1:pos:R:3:forces:R:3:mulliken_charge:R:1
C 9.82616 0.35473 -0.32996 1.782 4.434 -0.439 -1.193
C 8.43180 0.30011 -0.47625 -6.651 1.496 2.431 0.985
C 7.78870 -0.66887 -1.10749 -1.836 -4.429 -0.958 -0.725
C 6.30580 -0.84893 -1.15695 4.946 -3.288 -1.849 -0.375
C 5.50380 0.01988 -0.72876 -3.415 8.098 5.345 0.659
C 6.06895 1.17511 0.08649 0.743 -0.919 -1.516 -0.495
C 7.41600 1.19121 0.25091 3.484 2.207 -2.190 -0.737
H 7.96749 2.18058 0.43850 -1.211 -1.284 0.853 0.116
H 5.48775 2.08661 0.37639 0.301 -1.281 -0.154 0.237
C 4.01891 0.06820 -0.60969 -3.067 0.810 -3.417 -0.472
H 3.48900 1.31410 -0.52404 1.984 -3.983 0.131 0.205
H 3.53702 -0.26209 -1.62635 0.759 0.435 1.531 0.268
C 3.50476 -0.91057 0.47221 -4.092 17.553 3.275 -1.602
N 2.07148 -0.78052 0.63301 -0.040 -5.541 -2.924 0.412
C 1.40404 -1.97039 -0.00391 -2.588 6.185 6.257 0.196
O 1.87011 -2.99463 -0.16580 4.207 -5.690 -2.494 -0.513
C -0.05173 -1.86820 0.27111 -1.523 6.267 -3.151 -0.403
H -0.58312 -2.56872 0.86852 0.037 -1.073 -0.203 0.544
H -0.39803 -1.62188 -0.85434 -0.330 -1.378 2.436 0.170
C -0.27204 -0.27942 0.99605 3.208 -1.380 -8.575 -0.626
C -1.14302 0.60943 -0.06856 2.506 -1.109 6.346 0.621
O -0.73292 1.66895 -0.39492 2.669 2.534 -2.566 -0.640
N -2.41310 0.42114 -0.04401 1.694 -8.961 6.305 0.056
C -3.21844 -0.65557 0.78196 8.614 -5.392 -9.429 0.368
H -3.66328 -1.16980 -0.37138 0.574 0.593 4.165 0.224
C -4.12026 0.01134 1.48806 -7.232 -2.616 3.564 -1.519
N -5.06860 0.66066 0.73238 2.879 8.977 -1.790 0.091
C -6.22040 0.51742 0.15277 -2.098 -11.078 2.052 0.797
C -7.26966 1.21550 -0.24325 4.972 7.562 1.564 -0.338
C -8.36278 0.77826 -0.78907 -4.112 8.223 -3.993 -0.310
C -8.68704 -0.42124 -0.87189 1.534 -8.708 1.456 0.546
C -7.84439 -1.46879 -0.40883 3.528 1.747 3.029 -0.892
C -6.56958 -0.96026 0.23270 -3.344 -2.162 -2.938 -0.347
H -5.94513 -1.86316 0.59342 -0.569 2.132 -0.399 0.127
H -8.10084 -2.55757 -0.25568 0.078 1.536 -0.610 0.327
F -9.83917 -0.76152 -1.27795 -4.174 -1.166 -2.043 -0.316
H -9.08164 1.52116 -1.44468 1.666 -1.605 2.250 0.166
H -6.98223 2.32955 -0.09235 -1.404 -1.353 -0.778 0.310
C -4.32577 1.88950 0.04027 3.102 -2.868 5.073 -1.186
H -3.91013 2.60225 0.85425 -0.721 -1.021 -1.270 0.251
C -3.18662 1.09724 -0.72342 -8.958 9.332 -6.987 -1.003
H -3.91760 0.64676 -1.40582 0.608 -1.315 -0.513 0.389
H -2.73531 1.87848 -1.33831 0.574 -0.308 0.035 0.481
H -5.00479 2.33354 -0.55454 -1.849 1.627 -2.202 0.694
H -3.78158 0.68616 2.14740 1.777 2.236 2.743 0.390
H -4.63063 -0.80665 2.04427 -0.116 0.595 0.443 0.485
H -2.42206 -1.43908 1.25682 -2.338 2.181 -0.900 0.086
H -0.56020 -0.55703 1.90869 -1.595 0.078 3.660 1.018
C 1.21959 0.30756 0.89744 -1.562 -1.480 5.778 -1.099
H 1.30116 0.58844 2.07463 0.684 0.087 -2.596 0.122
H 1.33759 1.13078 0.29138 -0.069 1.843 -1.237 0.595
H 3.92433 -1.69307 0.46200 4.829 -11.378 -0.218 1.003
H 3.99287 -0.21214 1.42825 -1.186 -2.491 -1.758 0.206
H 5.82979 -1.73757 -1.50964 0.459 -0.806 -0.788 0.428
H 8.33234 -1.62232 -1.40438 -0.392 1.458 -0.226 0.217
H 10.16696 1.43545 0.09569 -0.373 -2.763 -1.169 0.281
H 10.12144 -0.43663 0.23717 1.308 -1.883 2.116 0.328
H 10.12429 0.11652 -1.33054 1.339 0.482 -0.557 0.391
```
Forces are in eV/Å.

The value obtained for the HOMO energy is -7.68 eV. The calculation puts the LUMO energy at 0.4 eV. For the gap between HOMO and LUMO, the calculation gives 8.0421 eV. As for the total charge: 0.



Table of energy above the lowest of the compared OMol25 structures with the same formula, charge and spin (eV), in record order: 0.0000; 5.8395; 17.4415